# 1
# C5H7NO

A single C5H7NO molecule (wB97M-V/def2-TZVPD, OMol25).

The geometry in XYZ format:
```
14
Properties=species:S:1:pos:R:3:mulliken_charge:R:1
C 2.604 -0.221 -0.062 -1.017
C 1.229 0.407 0.123 0.800
O 1.133 1.603 0.383 -0.632
C 0.068 -0.449 -0.037 -0.751
C -1.144 0.138 0.149 0.435
C -2.104 1.019 0.430 -0.462
N -2.545 -0.349 -0.038 -0.222
H 3.027 0.128 -1.012 0.251
H 2.582 -1.316 -0.068 0.292
H 3.262 0.130 0.739 0.308
H 0.149 -1.506 -0.259 0.259
H -2.473 1.941 0.010 0.212
H -2.975 -0.970 0.643 0.263
H -2.812 -0.557 -1.000 0.264
```

Properties
HOMO, eV: -7.65
SMILES string: C/C([O-])=C/C1=C[NH2+]1

# 2
# C5H7NO

A single C5H7NO molecule (wB97M-V/def2-TZVPD, OMol25).

The geometry in XYZ format:
```
14
Properties=species:S:1:pos:R:3:mulliken_charge:R:1
C 2.511 0.133 0.409 -1.005
C 1.204 0.268 0.220 0.543
C 0.196 -0.756 -0.268 -0.343
C -1.090 0.024 -0.185 0.238
N -2.300 -0.519 -0.635 -0.506
C -0.798 1.252 0.238 -0.472
O 0.556 1.457 0.475 -0.425
H 3.002 -0.810 0.198 0.259
H 3.112 0.958 0.773 0.284
H 0.399 -1.080 -1.297 0.234
H 0.190 -1.652 0.367 0.294
H -2.460 -1.456 -0.282 0.240
H -3.101 0.064 -0.424 0.246
H -1.421 2.119 0.410 0.412
```

Properties
HOMO, eV: -7.62
SMILES string: C=C1CC(N)=CO1

Calculated HOMO-LUMO gap in order - 0.2974; 0.3140 Ha
Calculated energy above the lowest of the compared OMol25 structures with the same formula, charge and spin in order - 3.8274; 1.4554 eV